Below is C27H44BrF16IN3O5S as an isolated structure in a non-equilibrium geometry, with properties calculated with wB97M-V/def2-TZVPD.

Values from the calculation:
energy relative to the best compared isomer or geometry (same formula, charge and spin): 167.6 kJ/mol
largest force on an atom: 0.0507 Eh/bohr
net charge: +1
HOMO-LUMO gap: 8.62 eV
lowest unoccupied orbital energy: -3.23 eV
HOMO energy: -11.85 eV
spin multiplicity: 1
molecular weight: 1033.5 u

Positions of all 98 atoms, in Å:
C1 -1.672 -1.665 0.189
C2 -0.372 -1.192 -0.538
C3 -0.483 -1.539 -2.059
O1 0.773 -1.286 -2.708
C4 0.687 -0.271 -3.699
C5 1.179 1.100 -3.069
C6 0.019 2.125 -2.860
N1 -1.275 1.471 -2.565
N2 -0.183 2.981 -4.029
Br1 -1.281 2.196 -5.327
C7 1.017 3.709 -4.502
S1 1.046 3.621 -6.373
C8 2.451 3.113 -3.961
I1 2.859 4.210 -2.131
O2 3.334 3.305 -5.031
C9 4.313 4.329 -4.959
C10 3.794 5.818 -5.163
C11 4.474 6.794 -4.111
N3 2.401 1.626 -3.772
C12 3.589 1.018 -3.101
C13 4.899 0.945 -3.946
C14 6.045 0.422 -2.980
C15 7.349 1.247 -3.296
C16 7.478 2.520 -2.399
O3 7.393 2.215 -1.018
C17 7.078 3.360 -0.232
H1 -1.662 -1.214 1.204
H2 -1.660 -2.766 0.287
H3 -2.603 -1.343 -0.327
H4 -0.150 -0.110 -0.421
H5 0.505 -1.748 -0.151
H6 -0.652 -2.641 -2.120
H7 -1.359 -1.066 -2.541
H8 -0.308 -0.190 -4.169
H9 1.386 -0.606 -4.509
H10 1.519 0.811 -2.049
H11 0.220 2.788 -1.984
H12 -2.004 2.185 -2.601
H13 -1.215 1.253 -1.567
H14 0.947 4.762 -4.155
H15 1.907 4.599 -6.803
H16 5.035 4.258 -4.112
H17 4.965 4.168 -5.851
H18 4.129 6.195 -6.154
H19 2.692 5.891 -5.162
H20 4.664 7.756 -4.617
H21 3.727 7.000 -3.314
H22 5.379 6.352 -3.659
H23 2.381 1.241 -4.730
H24 3.314 -0.045 -2.901
H25 3.839 1.440 -2.112
H26 4.781 0.231 -4.784
H27 5.254 1.936 -4.296
H28 6.298 -0.636 -3.174
H29 5.777 0.592 -1.918
H30 7.352 1.626 -4.344
H31 8.270 0.638 -3.190
H32 6.774 3.329 -2.722
H33 8.502 2.926 -2.597
H34 7.903 3.628 0.462
H35 6.186 3.109 0.386
H36 6.821 4.258 -0.831
C18 -7.093 -5.352 2.530
C19 -7.277 -5.550 1.004
C20 -6.107 -6.144 0.211
F1 -5.008 -5.372 0.239
F2 -6.455 -6.264 -1.093
F3 -7.675 -4.382 0.457
F4 -8.317 -6.415 0.857
O4 -6.775 -4.037 3.016
C21 -5.449 -3.602 3.100
C22 -5.177 -2.388 2.209
F5 -5.407 -2.660 0.913
F6 -3.879 -2.014 2.312
F7 -4.610 -4.620 2.874
F8 -5.254 -3.240 4.385
H37 -8.079 -5.542 2.958
H38 -6.447 -6.111 2.970
H39 -5.848 -7.138 0.583
H40 -5.810 -1.547 2.496
C23 -3.879 -2.669 7.153
C24 -4.370 -1.223 7.416
C25 -3.328 -0.171 7.813
F9 -2.717 -0.448 8.973
F10 -3.934 1.031 7.979
F11 -5.369 -1.260 8.322
F12 -4.927 -0.792 6.248
O5 -4.050 -3.636 8.201
C26 -3.082 -3.793 9.202
C27 -3.635 -3.477 10.594
F13 -4.071 -2.208 10.677
F14 -2.668 -3.630 11.523
F15 -1.977 -3.096 8.907
F16 -2.721 -5.090 9.173
H41 -4.520 -3.046 6.357
H42 -2.872 -2.696 6.735
H43 -2.569 -0.060 7.034
H44 -4.468 -4.139 10.837